Here is 2 unconnected molecules or ions with the total composition CH3ClF2Si in a non-equilibrium geometry from the OMol25 dataset. Energies are from ωB97M-V/def2-TZVPD.

```
8
Properties=species:S:1:pos:R:3:forces:R:3
C 0.24583 1.64284 0.52372 1.1 3.6 -0.5
F 1.55271 1.99924 0.28710 -1.4 -1.3 -0.3
F -0.49792 2.23654 -0.47403 0.8 -1.4 1.6
Si -0.34541 -2.00740 -0.56660 1.8 -2.0 0.6
Cl -0.07625 2.34829 2.12587 -0.6 -0.8 -0.7
H 0.39485 -0.76617 -0.68048 0.1 0.2 -0.2
H -1.75441 -2.06430 -0.75249 -0.8 0.0 -0.2
H 0.48059 -3.38904 -0.46310 -1.1 1.8 -0.2
```
Positions in Å, forces in eV/Å.

The total energy comes out at -989.13154 hartree. The relative energy (zero: lowest compared OMol25 entry of this formula, charge and spin) is 368.8 kJ/mol. For the frontier orbital gap (alpha / beta), the calculation gives 9.90 / 5.58 eV.

Here is 2 unconnected molecules or ions with the total composition C3H4N2O from the OMol25 dataset. Energies are from ωB97M-V/def2-TZVPD.

```
10
Properties=species:S:1:pos:R:3:forces:R:3
O -2.18453 0.17062 0.26246 0.1 0.2 0.1
C -0.92257 0.57738 0.33962 0.4 0.2 0.1
C 0.09648 1.20553 0.58848 -0.4 -0.2 -0.1
C 1.81160 -0.27639 -0.20034 -0.3 -0.5 -0.4
N 1.00403 -1.03860 -0.66222 0.3 0.5 0.3
N -0.21236 -1.21294 -0.90920 0.2 0.0 0.1
H -2.73248 0.84194 0.69376 0.0 -0.1 -0.1
H 0.80800 1.93118 0.91117 -0.1 -0.1 0.0
H 2.84219 -0.06330 -0.43829 -0.1 0.0 0.0
H -0.51037 -2.13540 -0.58545 0.0 0.0 0.0
```
Positions in Å, forces in eV/Å.

The total energy comes out at -301.24281 hartree. The relative energy (zero: lowest compared OMol25 entry of this formula, charge and spin) is 641.7 kJ/mol. For the frontier orbital gap, the calculation gives 9.54 eV.

Here is a molecular structure, C4H5ClO2S in a non-equilibrium geometry from the OMol25 dataset. Energies are from ωB97M-V/def2-TZVPD.

```
13
Properties=species:S:1:pos:R:3:forces:R:3
C 0.76593 -0.47005 -0.98787 2.1 -1.2 -3.2
C -0.47877 -0.29217 -1.35682 0.5 0.3 3.2
C -0.19334 0.02245 1.39476 1.1 -2.0 -3.2
C 1.36337 -0.04431 0.24730 -2.5 -0.2 3.5
O -1.60073 1.79739 -0.18223 0.4 1.4 0.3
O -2.58793 -0.38655 0.27014 0.3 -0.1 0.5
S -1.40625 0.42086 0.09394 -0.6 -1.5 -1.9
Cl 2.00237 1.53151 0.12040 0.6 1.8 -0.1
H 1.52332 -0.85685 -1.77055 -1.2 0.4 1.3
H -0.74630 -0.71556 -2.27763 -1.4 0.1 -1.0
H -0.61695 -0.99767 1.61091 1.2 0.7 0.0
H -0.24805 0.62853 2.27784 0.4 0.7 0.0
H 2.22333 -0.63759 0.55981 -0.8 -0.5 0.5
```
Positions in Å, forces in eV/Å.

The total energy comes out at -1164.15825 hartree. The relative energy (zero: lowest compared OMol25 entry of this formula, charge and spin) is 324.2 kJ/mol. For the frontier orbital gap, the calculation gives 10.83 eV.

Here is a gas-phase ion, C2H7ClN3 (charge +1) in a non-equilibrium geometry from the OMol25 dataset. Energies are from ωB97M-V/def2-TZVPD.

```
13
Properties=species:S:1:pos:R:3:forces:R:3
N 0.57475 1.54624 0.48056 -0.1 -4.8 0.8
C 0.81389 0.73166 -0.70264 0.6 0.4 0.8
N -0.05950 -0.47945 -0.61465 -5.3 4.4 1.4
C -1.38457 -0.32468 -0.14120 2.3 0.2 -0.7
N -2.23350 -1.30899 0.07269 3.8 -3.0 -1.6
Cl -2.09359 1.20062 0.21991 0.1 -0.8 -0.7
H 0.89696 2.44233 0.43601 1.3 2.7 -0.1
H 0.96075 0.96154 1.25973 -0.3 1.6 -0.5
H 1.83727 0.31851 -0.65144 -0.4 0.1 -0.8
H 0.63721 1.34911 -1.59656 0.0 -0.7 0.1
H 0.34112 -1.34678 -0.61840 1.0 -2.7 -0.1
H -1.89255 -2.31293 0.05270 -0.5 1.7 -0.2
H -2.97071 -1.18064 0.66575 -2.5 0.8 1.5
```
Positions in Å, forces in eV/Å.

The total energy comes out at -704.58975 hartree. As for the SMILES: NC/[NH+]=C(/N)Cl. The relative energy (zero: lowest compared OMol25 entry of this formula, charge and spin) is 117.4 kJ/mol. As for the total charge: +1. For the frontier orbital gap, the calculation gives 9.39 eV.

Here is a molecular structure, AgCl12O60Pb4S3 in a non-equilibrium geometry from the OMol25 dataset. Energies are from ωB97M-V/def2-TZVPD.

```
80
Properties=species:S:1:pos:R:3:forces:R:3
Pb -11.68837 4.54039 16.11716 -0.3 1.4 -2.4
Pb -16.35914 7.59356 17.42410 0.1 -1.0 -0.3
Pb -14.42220 4.31271 11.43005 -0.6 0.3 0.5
Pb -18.61083 3.48314 15.28843 -0.7 0.7 -0.2
Ag -14.63769 1.44371 17.44834 0.3 0.4 -0.6
Cl -14.06419 0.38956 8.52723 2.1 0.8 0.1
O -13.51530 1.62130 9.25389 -1.3 -2.6 -2.0
O -15.16306 -0.16744 9.26526 0.4 0.1 -0.2
O -14.51085 0.71038 7.14205 0.6 0.1 1.5
O -12.94450 -0.62411 8.39601 -1.7 1.5 0.2
Cl -16.53351 5.06182 19.67713 -0.2 -0.3 1.0
O -15.95126 4.00854 20.49003 -0.7 0.3 -0.7
O -16.22744 6.32650 20.33667 0.4 0.5 -0.6
O -15.93436 5.01377 18.33886 0.3 1.0 0.1
O -17.95157 5.00320 19.50915 0.2 -0.7 0.4
Cl -12.30687 8.16108 18.69992 0.2 0.6 1.5
O -11.84551 7.53011 17.50797 0.3 -0.7 -0.9
O -11.97154 7.32851 19.85489 0.0 0.8 -0.7
O -11.68129 9.48718 18.80598 -0.4 -1.0 0.2
O -13.74432 8.32947 18.65274 -0.3 0.0 -0.1
Cl -21.92813 5.45527 13.19181 2.2 2.9 -2.7
O -20.84012 4.58330 13.66494 -1.6 0.8 -0.2
O -21.56041 6.92156 13.49525 -1.5 -3.4 0.5
O -21.96599 5.44631 11.68479 -0.3 -0.7 2.0
O -23.22782 5.01765 13.67761 0.7 0.5 0.3
Cl -15.95362 7.06551 9.26068 -1.0 1.1 2.8
O -16.90428 7.06474 10.41949 1.4 0.7 -2.8
O -15.21680 8.33414 9.09286 -1.5 -1.3 -0.1
O -14.94069 6.08594 9.65138 0.7 -1.2 -0.5
O -16.61358 6.67792 8.02438 0.5 0.3 0.6
Cl -10.60615 3.50446 12.77484 1.2 0.4 0.8
O -9.83288 4.67499 13.11264 -0.1 -0.5 0.5
O -9.82947 2.29206 12.96521 -0.3 0.6 -1.2
O -11.68341 3.32896 13.86985 -0.1 1.0 -1.4
O -11.05959 3.74214 11.39624 -0.6 -1.6 2.1
Cl -11.55552 7.23310 12.26342 -2.1 4.2 -0.8
O -12.25950 8.58830 12.12979 1.6 -3.0 -0.3
O -12.44437 6.19296 11.72654 0.6 0.2 0.7
O -10.33868 7.25962 11.43421 -0.8 -0.3 1.3
O -11.33688 7.10733 13.69762 0.6 -1.1 -0.9
Cl -14.50149 -0.64280 14.74472 1.2 0.9 1.1
O -15.81095 -0.95365 14.27005 0.3 -0.7 0.1
O -14.50003 0.77981 15.13899 0.2 -0.3 0.0
O -14.09452 -1.44049 15.94387 -0.8 0.6 -1.5
O -13.49414 -0.79674 13.71001 -0.5 -0.5 0.4
Cl -19.76012 7.75833 17.21900 1.2 0.0 -0.4
O -18.75477 7.64847 18.41714 -1.3 0.1 -2.1
O -21.06517 7.22378 17.66353 2.5 0.7 -1.1
O -19.84751 9.18043 16.86148 -0.3 -1.6 0.6
O -19.09669 7.03776 16.03144 -1.4 1.1 3.1
Cl -16.25305 11.65491 14.82081 -2.9 1.1 4.0
O -15.14965 11.71357 13.95180 0.7 -0.3 -1.6
O -17.60259 11.62903 14.14917 2.9 0.4 0.8
O -16.17902 10.48316 15.72838 0.0 1.2 -1.2
O -16.12855 12.91530 15.72567 -0.8 -2.1 -1.8
Cl -22.04743 2.19691 17.54244 -2.5 0.2 -1.5
O -21.75770 2.28790 19.00900 -0.3 -0.1 -2.7
O -21.00829 2.83445 16.67631 -1.3 -1.3 2.0
O -22.31231 0.76467 17.12098 1.1 2.3 1.1
O -23.36918 2.92221 17.21364 2.5 -1.1 1.3
Cl -17.84404 2.77561 11.54794 1.8 1.8 1.2
O -17.85641 3.59545 12.77128 -0.2 -0.8 -0.8
O -16.43888 3.00598 10.97912 -1.0 -0.6 0.3
O -18.04277 1.40493 11.87576 0.2 0.1 -0.4
O -18.77329 3.27504 10.60364 -0.2 -0.3 -0.3
S -10.45851 2.78351 17.99756 0.8 1.0 -0.5
O -9.65263 3.87989 16.99788 -1.7 -1.4 1.3
O -10.06531 1.45589 17.66478 0.9 -0.5 -0.1
O -10.35767 3.18374 19.36540 0.8 0.2 0.5
O -11.87740 3.01380 17.55150 -1.3 -0.5 -0.1
S -15.21203 4.95029 15.18356 -2.6 1.8 -2.6
O -16.31629 4.23136 15.78782 0.5 -1.1 0.1
O -13.90171 4.40559 15.60109 1.6 -1.1 1.0
O -15.31772 4.92411 13.69238 0.9 -0.4 0.6
O -15.35279 6.35566 15.60809 0.6 1.0 0.7
S -17.89916 0.58324 17.29660 1.7 3.8 0.8
O -16.43126 0.41293 17.69932 -2.1 -0.6 -0.8
O -17.97137 2.05534 16.60649 1.0 -2.3 1.7
O -18.42270 -0.27445 16.31635 -0.1 -2.4 -1.9
O -18.66746 0.62969 18.49645 -0.8 0.1 1.4
```
Positions in Å, forces in eV/Å.

Its expectation value of S² is 0.763. The total energy comes out at -12145.67614 hartree. The spin multiplicity is 2. The relative energy (zero: lowest compared OMol25 entry of this formula, charge and spin) is 0.0 kJ/mol. As for the total charge: -8. For the frontier orbital gap (alpha / beta), the calculation gives 5.80 / 2.82 eV.